A cluster of 3 separate species, C4H10N2O2 in total, computed with wB97M-V/def2-TZVPD.

Each line ends with the Löwdin charge.
Geometry (Å):
C1 -0.4071 -0.5663 1.8212  -0.063
C2 -0.0538 0.2103 0.5238  -0.363
C3 0.7589 1.3336 0.5584  -0.170
N1 0.9590 1.7677 -0.7995  0.015
C4 0.3189 0.8785 -1.5627  -0.236
N2 -0.3488 -0.1309 -0.8310  0.053
H1 0.3217 -0.1739 2.5871  0.054
H2 -0.3051 -1.5738 1.8244  -0.007
H3 -1.5468 -0.4769 2.1308  0.060
H4 1.1327 1.7017 1.5155  0.040
H5 0.3632 0.7917 -2.7221  0.125
H6 -0.9375 -0.9036 -0.9156  0.084
H7 -2.3316 -0.0399 -0.0108  -0.055
H8 -3.8013 0.1883 0.1919  -0.042
O1 -3.1798 -0.3335 -0.3111  -0.270
H9 3.1472 -1.4120 0.4493  0.001
H10 1.6669 -1.5427 0.0366  -0.037
O2 2.4696 -2.0607 0.0964  -0.189

Summary:
- 2S+1: 2
- E: -418.303199 Ha
- Net charge: -1
- Energy above the lowest of the compared OMol25 structures with the same formula, charge and spin: 73.44 kcal/mol

A cluster of 2 separate species, CHN2OS in total, computed with wB97M-V/def2-TZVPD.

Each line ends with the Löwdin charge.
Geometry (Å):
C1 0.4026 1.8060 1.4080  -1.159
N1 0.2115 2.7134 2.0975  -0.057
N2 -0.1660 -1.9841 -1.1445  -0.026
O1 -0.1485 -1.2759 -2.1871  -0.158
S1 0.7684 0.6210 0.3944  0.351
H1 -1.0679 -1.8803 -0.5683  0.049

Summary:
- E: -621.607385 Ha
- Net charge: -1
- Energy above the lowest of the compared OMol25 structures with the same formula, charge and spin: 26.33 kcal/mol

A structure of composition C29H63B2F14N5O18PTl, computed with wB97M-V/def2-TZVPD.

Each line ends with the Löwdin charge.
Geometry (Å):
Tl1 -2.0031 1.0232 -0.1897  1.173
B1 -0.4626 3.9883 -4.9896  -0.862
F1 -0.4151 3.3171 -6.1104  0.287
F2 -1.2327 1.3694 -2.0745  -0.369
F3 0.1985 3.5093 -3.9506  0.258
F4 -1.1507 5.0818 -4.8624  0.306
B2 0.4698 -1.1665 0.1857  -1.313
F5 -0.9121 -1.1852 -0.3032  0.036
F6 0.5825 -0.6337 1.4648  0.158
F7 0.8700 -2.4969 -0.0134  0.123
F8 1.1600 -0.4466 -0.7212  0.178
P1 -4.6371 3.5078 -0.3765  0.253
F9 -4.3428 2.3972 -1.6326  -0.191
F10 -3.1046 3.0259 0.2826  -0.239
F11 -3.8127 4.5470 -1.2581  -0.111
F12 -4.7856 4.4414 0.8378  -0.075
F13 -6.1118 3.9048 -0.8690  -0.111
F14 -5.1746 2.2544 0.5261  -0.184
C1 -1.8002 -4.2214 1.4219  0.071
N1 -3.1988 -4.1978 1.9637  -0.437
O1 -3.9067 -3.3383 1.4450  0.033
O2 -3.5774 -4.9643 2.8200  0.071
H1 -1.6137 -3.3727 0.8014  0.071
H2 -1.7859 -5.1068 0.8056  0.102
H3 -1.1399 -4.3886 2.2680  0.095
C2 2.5702 -1.7079 3.5712  0.043
N2 1.2220 -2.1307 3.9683  -0.461
O3 0.4698 -1.3599 4.5292  0.040
O4 0.9580 -3.2926 3.8340  0.082
H4 2.4720 -0.6390 3.3089  0.084
H5 2.8467 -2.3914 2.7736  0.088
H6 3.0861 -1.7701 4.5321  0.113
C3 4.3559 -0.0927 0.7060  0.017
N3 4.9801 0.1441 -0.6199  -0.423
O5 4.4206 0.9533 -1.3282  0.057
O6 5.9550 -0.5345 -0.9243  0.063
H7 3.2681 -0.4648 0.6919  0.111
H8 4.3900 0.8425 1.2890  0.049
H9 4.9076 -0.9152 1.1985  0.100
C4 3.1854 1.1019 6.2962  0.063
N4 2.9694 1.7829 4.9792  -0.424
O7 3.7026 1.4419 4.0788  0.048
O8 2.0432 2.5858 4.8727  0.059
H10 4.2127 0.8835 6.4555  0.089
H11 2.5393 0.2433 6.1409  0.090
H12 2.7376 1.6387 7.1437  0.107
C5 7.0397 3.8647 2.6907  0.018
N5 6.7773 2.5824 2.0444  -0.448
O9 5.7203 2.5449 1.4694  0.046
O10 7.7115 1.8314 1.8758  0.093
H13 7.7147 4.4029 1.9606  0.125
H14 7.4900 3.8920 3.6755  0.090
H15 6.0819 4.4837 2.7086  0.119
C6 -6.5937 1.9972 2.5863  -0.029
C7 -5.5018 2.6639 3.3940  -0.461
O11 -4.3207 2.3216 3.4771  0.056
C8 -5.9645 3.8676 4.1323  -0.037
H16 -6.9974 2.8326 1.9009  0.118
H17 -7.3768 1.6278 3.2439  0.089
H18 -6.2379 1.1908 1.9579  0.065
H19 -6.2503 3.6840 5.1953  0.098
H20 -6.9572 4.3061 3.7374  0.110
H21 -5.2448 4.6614 4.1039  0.074
C9 6.5491 -4.5413 1.5098  -0.029
C10 5.1917 -4.3045 2.0818  -0.534
O12 5.0713 -3.6516 3.0895  0.048
C11 4.0574 -4.9747 1.3817  -0.008
H22 6.5196 -4.6081 0.3800  0.102
H23 6.7998 -5.5041 1.9866  0.096
H24 7.2182 -3.6839 1.8291  0.104
H25 3.1616 -4.8624 1.9228  0.059
H26 4.1968 -6.0501 1.1411  0.110
H27 3.8745 -4.5712 0.3922  0.066
C12 1.8948 2.5974 1.2472  0.024
C13 0.7281 2.3892 0.3196  -0.424
O13 -0.3567 2.1937 0.7855  0.018
C14 1.0156 2.5520 -1.1601  -0.005
H28 2.0325 3.7301 1.1849  0.132
H29 2.8883 2.1938 0.9295  0.076
H30 1.7680 2.3615 2.3212  0.066
H31 0.0756 2.8225 -1.6181  0.056
H32 1.3760 1.5910 -1.6112  0.099
H33 1.8121 3.2512 -1.3729  0.096
C15 3.5430 -2.8834 -2.2019  -0.005
C16 2.6750 -4.1507 -2.4410  -0.472
O14 2.9962 -5.2537 -2.0383  0.049
C17 1.3434 -3.8489 -3.0038  -0.021
H34 3.1278 -2.3674 -1.3719  0.049
H35 3.5766 -2.2414 -3.0914  0.065
H36 4.5533 -3.1597 -1.9213  0.072
H37 1.3572 -2.9508 -3.6993  0.097
H38 0.6526 -3.6243 -2.2086  0.072
H39 0.9938 -4.7177 -3.5401  0.079
C18 -3.5040 -0.7163 -2.9107  0.028
C19 -4.3264 -0.3697 -1.7344  -0.376
O15 -3.7635 0.0167 -0.7091  -0.059
C20 -5.8307 -0.5065 -1.5403  0.058
H40 -3.2050 0.3264 -3.2655  0.123
H41 -4.0804 -1.1793 -3.7145  0.077
H42 -2.5186 -1.0942 -2.6457  0.099
H43 -6.3789 -0.3356 -2.4443  0.084
H44 -6.0506 0.0940 -0.6794  0.081
H45 -5.9902 -1.5628 -1.3579  0.105
C21 -4.0550 -0.0056 -6.1734  -0.033
C22 -5.2806 -0.8494 -6.1148  -0.527
O16 -6.1721 -0.5829 -5.3596  0.070
C23 -5.3030 -2.1381 -6.9238  -0.020
H46 -4.3052 0.9208 -5.6736  0.091
H47 -3.7360 0.2433 -7.1567  0.076
H48 -3.2211 -0.5735 -5.7777  0.082
H49 -4.2853 -2.5826 -6.9988  0.088
H50 -5.5925 -1.9801 -7.9656  0.082
H51 -6.0240 -2.8296 -6.4275  0.095
C24 -2.9350 -0.3766 3.9717  0.013
C25 -2.3672 0.6150 2.9920  -0.405
O17 -2.5406 0.2735 1.8281  0.006
C26 -1.4819 1.7155 3.5409  0.011
H52 -3.3023 0.0679 4.8732  0.081
H53 -2.1055 -1.0587 4.2096  0.091
H54 -3.6652 -1.0848 3.5059  0.110
H55 -0.4323 1.4023 3.5723  0.090
H56 -1.8004 1.7581 4.5683  0.080
H57 -1.6608 2.6919 3.0760  0.101
C27 3.1962 1.8380 -4.9252  -0.010
C28 2.6097 0.4821 -4.6020  -0.432
O18 3.2427 -0.5748 -4.7959  0.027
C29 1.1204 0.4777 -4.3539  -0.001
H58 2.9867 2.6739 -4.2503  0.085
H59 2.9327 1.9298 -5.9717  0.094
H60 4.2557 1.7542 -4.9906  0.070
H61 0.7005 0.4591 -5.3110  0.080
H62 0.9001 1.3875 -3.8822  0.026
H63 0.7807 -0.3819 -3.8271  0.075

Summary:
- E: -4732.607202 Ha
- Energy above the lowest of the compared OMol25 structures with the same formula, charge and spin: 0.00 kcal/mol

A structure of composition C36H56Cl4CrO24S2, computed with wB97M-V/def2-TZVPD.

Each line ends with the Löwdin charge.
Geometry (Å):
Cr1 14.3283 12.2172 11.2515  0.935
S1 13.1722 9.8909 10.9384  0.245
O1 13.7649 8.9584 11.8931  -0.308
O2 14.2481 10.5883 10.2463  -0.396
O3 12.2115 9.3853 9.9769  -0.284
O4 12.7782 11.0558 11.6778  -0.361
S2 14.2161 14.4940 12.6782  0.219
O5 14.8852 14.0632 11.4742  -0.399
O6 13.7744 13.1228 12.8751  -0.370
O7 15.1112 14.9171 13.7109  -0.278
O8 13.1032 15.3507 12.3725  -0.290
O9 9.0506 7.8001 6.9961  0.064
C1 9.1036 8.8486 7.6576  -0.502
O10 9.5469 9.9927 7.2277  0.059
C2 9.4932 10.9946 8.2936  -0.153
C3 8.5177 10.5133 9.2883  -0.147
C4 8.5345 8.9431 9.0713  -0.027
H1 9.2086 11.9850 7.9384  0.120
H2 10.4792 11.1642 8.7262  0.113
H3 7.5375 10.9474 9.0912  0.108
H4 8.6358 10.9034 10.2993  0.105
H5 7.5649 8.4452 9.0764  0.119
H6 9.2079 8.5356 9.8253  0.123
O11 19.1590 17.9479 9.7885  0.071
C5 18.1369 17.9374 10.4879  -0.487
O12 17.7673 16.8539 11.1360  0.024
C6 16.5089 16.9672 11.7635  -0.165
C7 15.9802 18.3217 11.3932  -0.136
C8 17.1358 19.0139 10.6915  -0.076
H7 16.6646 16.7987 12.8291  0.127
H8 15.7826 16.2535 11.3747  0.101
H9 15.7338 18.8237 12.3288  0.121
H10 15.1199 18.3299 10.7240  0.117
H11 17.5645 19.7743 11.3443  0.130
H12 16.8376 19.4816 9.7532  0.129
O13 15.8488 12.4845 9.5884  0.054
C9 16.4501 13.3267 8.9313  -0.399
O14 16.0016 13.6483 7.7273  0.049
C10 16.9841 14.2625 7.0144  -0.227
C11 17.8634 14.9265 7.9884  -0.128
C12 17.7442 14.0502 9.2838  0.001
H13 16.4912 14.9348 6.3122  0.135
H14 17.5076 13.4848 6.4584  0.138
H15 17.3873 15.8820 8.2087  0.113
H16 18.8907 15.0134 7.6346  0.126
H17 17.5657 14.6778 10.1569  0.102
H18 18.5912 13.3838 9.4468  0.136
O15 14.2265 9.2651 16.0523  0.057
C13 13.4134 10.1765 15.8256  -0.437
O16 13.3708 11.3462 16.5076  0.037
C14 12.2307 12.1465 16.1001  -0.116
C15 11.6275 11.4487 14.8467  -0.141
C16 12.3380 10.1436 14.8099  -0.084
H19 12.4051 13.1643 15.7512  0.112
H20 11.5786 12.3286 16.9544  0.115
H21 11.8975 11.9926 13.9416  0.067
H22 10.5554 11.2585 14.8976  0.123
H23 12.7731 10.0103 13.8194  0.105
H24 11.7076 9.3046 15.1041  0.144
O17 13.1146 13.1130 9.8790  0.032
C17 12.6403 13.9036 9.0180  -0.226
O18 12.5225 13.5266 7.6532  0.041
C18 11.9882 14.5746 6.9496  -0.224
C19 11.3745 15.5627 7.8909  -0.165
C20 12.0316 15.2902 9.2084  -0.050
H25 11.3531 14.3456 6.0939  0.138
H26 12.8297 15.1164 6.5179  0.125
H27 10.3084 15.3371 7.9161  0.115
H28 11.4294 16.5870 7.5222  0.123
H29 11.3121 15.3313 10.0262  0.126
H30 12.7959 16.0174 9.4828  0.135
O19 7.1879 12.5791 14.3041  0.072
C21 8.1311 13.0607 13.6827  -0.525
O20 8.6556 12.5505 12.6259  0.054
C22 9.8923 13.1784 12.2248  -0.120
C23 10.1123 14.3305 13.1369  -0.157
C24 8.9607 14.2402 14.1397  -0.057
H31 9.8499 13.2397 11.1373  0.126
H32 10.6679 12.4593 12.4884  0.101
H33 10.1133 15.3397 12.7251  0.113
H34 11.1089 14.2662 13.5739  0.092
H35 8.3310 15.1296 14.1663  0.123
H36 9.4557 14.0755 15.0968  0.122
O21 21.0481 12.3178 12.0627  0.106
C25 20.3099 12.9550 12.7656  -0.501
O22 19.0019 13.0283 12.4401  0.017
C26 18.3048 13.9641 13.2814  -0.131
C27 19.3833 14.8319 13.9339  -0.115
C28 20.5890 13.8518 13.9448  -0.063
H37 17.6656 13.3800 13.9434  0.128
H38 17.6165 14.5976 12.7220  0.096
H39 19.1614 15.0890 14.9697  0.113
H40 19.5896 15.7589 13.3989  0.113
H41 20.5982 13.1615 14.7883  0.125
H42 21.5636 14.3308 13.8505  0.124
O23 15.8746 11.2230 12.3951  0.060
C29 16.7618 10.6228 13.0145  -0.413
O24 17.8356 10.3100 12.3580  0.059
C30 18.8467 9.7523 13.1689  -0.125
C31 18.2781 9.8389 14.6074  -0.119
C32 16.7736 10.1291 14.4584  -0.028
H43 19.8513 10.1667 13.0842  0.116
H44 18.8578 8.7312 12.7876  0.127
H45 18.6805 10.7146 15.1165  0.105
H46 18.4867 8.8968 15.1143  0.116
H47 16.4598 10.8895 15.1735  0.132
H48 16.1663 9.2240 14.4677  0.131
Cl1 17.5831 7.8846 7.5511  0.531
C33 16.7680 8.6799 8.9288  -0.659
C34 16.3793 7.7817 10.0576  -0.708
Cl2 15.2109 6.5914 9.6102  0.625
H49 15.8436 9.1784 8.6369  0.036
H50 17.4827 9.3931 9.3394  0.072
H51 15.9463 8.2211 10.9562  0.048
H52 17.1973 7.1586 10.4192  0.058
Cl3 14.9147 10.5946 6.1080  0.527
C35 13.3096 10.2292 6.8610  -0.604
C36 13.1081 8.6961 7.1340  -0.675
Cl4 13.0372 7.7716 5.6515  0.565
H53 12.5418 10.5685 6.1657  0.057
H54 13.2132 10.8517 7.7506  0.042
H55 12.1963 8.5914 7.7219  0.048
H56 13.8981 8.2995 7.7718  0.018

Summary:
- 2S+1: 4
- E: -6892.954141 Ha
- Net charge: -1
- Energy above the lowest of the compared OMol25 structures with the same formula, charge and spin: 77.96 kcal/mol

A cluster of 2 separate species, C5H8O2 in total, computed with wB97M-V/def2-TZVPD.

Each line ends with the Löwdin charge.
Geometry (Å):
C1 -1.2137 -0.3715 1.0259  0.019
C2 0.0539 -0.5708 0.6643  -0.477
O1 1.0733 -0.3646 1.5762  0.006
C3 0.5024 -1.1565 -0.6760  -0.087
C4 0.8444 0.0281 -1.5396  -0.247
O2 -0.3255 0.8812 -1.6884  0.029
C5 0.5049 1.2266 -0.7504  -0.004
H1 -2.0410 -0.4389 0.3222  0.089
H2 -1.4479 -0.1294 2.0571  0.080
H3 -1.3005 1.7454 0.9468  0.057
H4 1.4611 0.5149 1.4403  0.105
H5 1.3737 -1.7871 -0.4804  0.128
H6 -0.2958 -1.7619 -1.1202  0.127
H7 1.5526 0.1002 -2.3605  0.137
H8 -0.7420 2.0843 0.5826  0.040

Summary:
- E: -345.582683 Ha
- Energy above the lowest of the compared OMol25 structures with the same formula, charge and spin: 139.48 kcal/mol

The molecule C2H2N4O2, computed with wB97M-V/def2-TZVPD.

Each line ends with the Löwdin charge.
Geometry (Å):
C1 -0.1205 -1.1309 0.8338  -0.454
C2 0.7847 1.1977 -1.3283  -0.163
H1 -1.5910 -2.1490 1.2964  0.159
H2 1.5646 1.8018 -1.8960  0.128
N1 -0.1898 -0.0353 -0.0526  -0.111
N2 0.7538 -0.0276 -0.9278  0.109
N3 0.0095 2.0425 -0.4725  -0.002
N4 -0.6287 1.3540 0.3831  0.138
O1 -1.4450 -1.1605 1.1912  0.089
O2 0.8624 -1.8928 0.9729  0.107

Summary:
- SMILES: O=C(O)n1ncnn1
- E: -446.827252 Ha
- Energy above the lowest of the compared OMol25 structures with the same formula, charge and spin: 91.28 kcal/mol